Record 1
Computed, not measured: a molecular structure, C11H19N2O2, with ωB97M-V with the def2-TZVPD basis set.

The maximum force is 0.1191 hartree/bohr. The value obtained for the gap between HOMO and LUMO is 8.724 eV. The energy relative to the best compared isomer or geometry (same formula, charge and spin) is 548.95 kJ/mol. The total charge is +1.

Last column: natural (NBO) charge in e.
CARTESIAN COORDINATES (ANGSTROEM)
C -1.575806 -2.573343 -1.726543  -0.25
C -0.427579 -2.747587 -0.895323  -0.15
C -2.270601 -1.431657 -1.882730  -0.09
C 0.027860 -1.756247 -0.133787  -0.04
C 1.083137 -1.855886 0.895718  0.73
C -2.014103 -0.089270 -1.292311  -0.65
C -1.077967 -0.060554 -0.167037  0.53
C 2.486945 0.325588 3.604825  -0.66
C -1.493839 2.016693 0.989050  -0.46
C 0.669386 1.987825 -2.285647  -0.41
C 2.101719 -0.984015 2.790257  -0.09
N -0.826075 0.776576 0.791806  -0.53
N -0.295523 1.531187 -3.278674  -0.84
O 1.685726 -2.879469 0.974647  -0.53
O 1.241338 -0.771356 1.687089  -0.53
H -1.819044 -3.525948 -2.340296  0.25
H -0.007105 -3.668765 -0.699300  0.26
H -3.162324 -1.406622 -2.522603  0.24
H -1.475821 0.574144 -2.017247  0.35
H -2.933930 0.245058 -0.889374  0.26
H 3.381975 0.776131 3.059557  0.23
H 1.660312 1.121139 3.836810  0.22
H 2.903461 0.117190 4.665812  0.25
H -1.276205 2.490827 0.035541  0.22
H -2.554575 2.282660 1.271254  0.26
H -0.847235 2.497884 1.751396  0.23
H 0.930100 1.155027 -1.775429  0.18
H 1.585216 2.521942 -2.798032  0.20
H 0.154535 2.776716 -1.589860  0.18
H 1.684145 -1.645053 3.511725  0.20
H 3.055225 -1.469013 2.511298  0.22
H -0.054173 0.599770 1.550808  0.48
H 0.094469 0.785458 -3.795180  0.37
H -0.633644 2.282970 -3.838220  0.38

Forces on the atoms, in the same order (eV/Å):
-1.1 -1.4 -2.2
-0.6 2.8 1.1
-0.1 -0.9 -0.6
-2.1 4.3 0.5
-0.6 -0.2 -0.7
1.3 -0.4 1.5
3.9 -4.5 1.4
0.6 1.0 0.2
0.6 3.2 0.1
-0.5 4.8 -2.0
2.2 1.1 2.4
0.0 -2.6 1.0
-0.5 0.4 1.4
0.7 -0.3 0.6
-0.2 0.1 -0.3
-0.1 1.9 1.1
1.0 -2.0 -0.1
0.5 -0.3 0.1
-0.7 0.3 -0.5
-1.2 1.2 -0.2
-1.4 0.0 0.7
1.3 -1.5 -0.9
-0.8 -0.3 -1.9
-0.4 1.0 0.1
0.8 -1.7 -0.3
-0.7 0.3 -0.5
1.4 -2.3 2.0
-1.5 -1.1 1.3
1.1 -1.5 -1.1
-1.0 -0.8 0.2
-0.6 0.4 -0.4
-1.6 -0.5 -2.3
0.3 -0.6 -1.0
-0.1 0.2 -0.7

Record 2
Computed, not measured: C11H19N2O3P in the gas phase, with ωB97M-V with the def2-TZVPD basis set.

The maximum force is 0.2427 hartree/bohr. The SMILES is CCOP(=O)(CCC[C@H](C#N)CC#N)OCC. The value obtained for the gap between HOMO and LUMO is 9.904 eV. The total charge is 0.

Last column: natural (NBO) charge in e.
CARTESIAN COORDINATES (ANGSTROEM)
C 1.117461 3.353481 0.436136  -0.66
C -0.092002 3.266625 -0.711376  -0.09
O -1.224683 2.506130 -0.153468  -0.81
P -1.851538 1.339081 -1.299299  2.21
O -2.024425 1.967659 -2.740010  -1.05
C -0.852845 -0.328259 -1.309066  -0.76
C 0.659768 -0.069270 -0.714217  -0.44
C 1.612927 -1.401733 -0.655040  -0.43
C 1.977777 -1.931189 0.853053  -0.28
C 2.451194 -0.742774 1.899012  0.24
N 2.432923 0.112267 2.901275  -0.29
C 3.310646 -2.925808 0.687457  -0.49
C 3.131944 -4.045545 -0.497503  0.25
N 3.127436 -4.785845 -1.576437  -0.31
O -3.478012 0.935556 -0.723386  -0.76
C -3.358384 0.581195 0.723976  -0.10
C -4.135832 -0.841366 1.020534  -0.65
H 0.797804 2.665746 1.357358  0.23
H 1.295285 4.441621 0.833504  0.23
H 2.125837 2.940173 -0.029950  0.22
H -0.442020 4.361093 -1.029307  0.21
H 0.287721 2.761639 -1.708411  0.20
H -1.450039 -1.072790 -0.598396  0.24
H -0.847440 -0.696774 -2.431554  0.28
H 1.188232 0.682943 -1.473444  0.23
H 0.532829 0.500203 0.300295  0.24
H 2.595890 -1.307563 -1.325279  0.24
H 0.988168 -2.278808 -1.170667  0.24
H 1.111537 -2.621079 1.290163  0.27
H 4.196390 -2.181489 0.393262  0.27
H 3.646337 -3.390720 1.731256  0.28
H -2.216864 0.393130 1.017242  0.17
H -3.761185 1.468327 1.399215  0.21
H -4.462065 -0.919820 2.156001  0.23
H -3.334595 -1.696089 0.823233  0.20
H -5.056176 -1.039948 0.323840  0.24

Forces on the atoms, in the same order (eV/Å):
-0.3 -0.6 -0.1
1.4 1.2 -0.5
-0.3 -2.1 -2.3
-2.7 2.5 -3.4
1.0 -2.3 5.0
0.2 -0.2 0.9
0.2 0.8 -1.0
-0.9 -0.6 -0.4
1.3 -0.8 -0.4
-2.1 5.3 7.4
0.5 -8.0 -9.6
0.7 0.5 0.0
0.5 -4.1 -7.4
-0.1 6.9 10.2
4.2 0.4 1.3
-0.2 -0.7 1.1
0.8 -0.2 0.1
0.8 1.5 -2.1
-0.4 -2.1 -0.9
-2.1 0.9 1.1
0.5 -2.5 0.8
-0.7 1.0 2.1
1.3 1.4 -1.7
-0.1 0.8 2.4
-1.1 -1.5 1.8
0.5 -1.3 -1.8
-2.1 0.1 1.7
1.5 1.7 1.2
1.8 2.1 -0.6
-1.8 -1.9 0.3
-1.0 0.6 -2.5
-2.4 0.6 -0.5
0.8 -1.9 -1.6
0.7 0.3 -2.4
-1.9 1.6 0.4
1.8 0.7 1.4

Record 3
Computed, not measured: a gas-phase ion, C11H19N2S (charge +1), with ωB97M-V with the def2-TZVPD basis set.

The maximum force is 0.0745 hartree/bohr. The value obtained for the gap between HOMO and LUMO (spin up / spin down) is 6.792 / 7.008 eV. The energy relative to the best compared isomer or geometry (same formula, charge and spin) is 313.97 kJ/mol. The total charge is +1.

Last column: natural (NBO) charge in e.
CARTESIAN COORDINATES (ANGSTROEM)
C -1.553042 0.380215 -0.953436  -0.07
C -2.436244 -0.938655 0.760688  0.60
C 1.398473 0.518269 0.225294  -0.22
C 2.106934 1.492837 -0.372768  -0.14
C -0.755569 -2.281658 -0.616434  -0.30
C 0.315425 -1.353229 -1.240194  0.28
C -3.266803 -1.086945 1.967349  -0.67
C 0.549995 -1.275050 -2.694135  -0.74
C 2.058233 2.934982 1.641452  -0.60
C 1.410436 -0.918215 -0.180236  -0.50
C 2.286884 2.938901 0.070424  -0.44
N -1.470596 -1.753873 0.609171  -0.50
N -2.568309 0.095848 -0.085960  -0.62
S -1.304449 1.406967 -2.137262  0.17
H 0.780026 0.769379 1.065109  0.19
H 2.831265 1.095753 -1.097788  0.19
H -1.536058 -2.470300 -1.389702  0.24
H -0.197808 -3.261604 -0.209420  0.23
H -3.723526 -0.267528 2.340958  0.26
H -2.675580 -1.594871 2.653763  0.25
H -3.992372 -1.869562 1.826181  0.27
H 0.291961 -0.207143 -3.002139  0.27
H 0.161986 -2.065542 -3.290293  0.24
H 1.622105 -1.295360 -2.798468  0.24
H 0.981012 2.787578 1.851238  0.19
H 2.621629 2.101356 1.939235  0.21
H 2.318720 3.851773 2.213847  0.23
H 2.371842 -1.210516 -0.465399  0.24
H 1.020105 -1.437869 0.741281  0.20
H 3.404635 2.969124 -0.130627  0.22
H 1.686940 3.609730 -0.517480  0.23
H -1.345407 -2.411786 1.335000  0.42
H -3.392840 0.746993 -0.059249  0.43

Forces on the atoms, in the same order (eV/Å):
2.0 -0.8 -1.9
-0.8 2.1 0.2
0.5 1.6 -0.9
-0.1 -1.5 0.3
1.3 -0.5 -0.6
-1.3 0.7 2.4
0.3 -2.4 -1.9
0.8 1.5 1.4
-1.3 1.9 -1.4
-3.8 -0.3 0.6
1.7 -2.0 1.4
2.1 -2.3 -1.4
-1.0 1.1 -0.4
-0.9 0.1 0.8
-0.4 0.0 0.3
-0.4 0.5 -0.3
0.6 -0.3 0.7
-1.5 1.8 -1.0
-1.2 2.8 1.1
1.3 -0.3 1.8
-0.8 -0.1 -0.6
-0.2 -1.0 -0.1
-0.9 -0.3 -0.5
0.6 0.0 -0.3
0.5 -0.2 0.0
0.6 -0.9 1.1
0.2 -0.5 -0.7
1.5 -0.8 -0.5
1.2 0.0 -0.7
-1.3 1.2 0.2
0.1 0.5 -0.1
-0.1 -0.6 1.0
0.9 -1.0 0.3

Record 4
Computed, not measured: 2 unconnected molecules or ions with the total composition C11H19N4, with ωB97M-V with the def2-TZVPD basis set.

The maximum force is 0.0932 hartree/bohr. The value obtained for the gap between HOMO and LUMO (spin up / spin down) is 4.450 / 4.564 eV. The energy relative to the best compared isomer or geometry (same formula, charge and spin) is 0.00 kJ/mol. The total charge is +1. The spin multiplicity is 3.

Last column: natural (NBO) charge in e.
CARTESIAN COORDINATES (ANGSTROEM)
C 3.443337 0.657500 -0.843425  -0.19
C 3.507730 -0.697891 -0.517324  -0.13
C 2.318244 1.414467 -0.581418  -0.29
C 2.444784 -1.351743 0.075842  -0.37
C 1.243028 0.770286 0.020307  0.20
C 1.305700 -0.601445 0.333671  0.29
C -0.677710 0.167851 0.888850  0.11
C -1.089486 3.089251 1.565581  -0.62
C -0.725021 -3.178515 0.305502  -0.61
C -0.518030 2.554324 0.258740  -0.21
C -0.275918 -2.229860 1.411647  -0.21
N 0.001503 1.213042 0.411702  -0.31
N 0.087500 -0.931783 0.893988  -0.40
N -2.176632 0.409064 -1.217957  -0.62
N -2.456265 -0.466648 -2.305089  -0.55
H 4.295059 1.123390 -1.313132  0.23
H 4.408289 -1.249642 -0.740525  0.23
H 2.290116 2.459212 -0.844756  0.23
H 2.500479 -2.398249 0.323171  0.23
H -1.662458 0.221160 1.303019  0.22
H -1.350901 4.135901 1.442588  0.23
H -1.985785 2.547583 1.851603  0.21
H -0.358425 3.012045 2.367958  0.22
H -1.605323 -2.780887 -0.194165  0.19
H 0.064839 -3.322990 -0.427379  0.21
H -0.978174 -4.143385 0.736405  0.23
H -1.288698 2.520285 -0.514496  0.23
H 0.301202 3.189354 -0.076898  0.22
H -1.079644 -2.094041 2.137650  0.22
H 0.594232 -2.644683 1.927231  0.22
H -3.076814 0.710072 -0.839487  0.32
H -3.030793 -1.313853 -2.082276  0.40
H -1.541328 -0.793977 -2.648327  0.43
H -2.928653 0.004820 -3.108794  0.42

Forces on the atoms, in the same order (eV/Å):
0.2 0.1 -0.1
0.5 0.2 -0.3
0.2 0.5 -0.2
-0.8 -0.4 0.4
-1.4 1.2 0.2
-0.5 -1.3 0.6
-4.3 -0.6 1.9
0.1 0.0 -0.1
0.1 0.1 0.2
0.0 0.0 0.2
0.0 -0.2 -0.2
3.5 2.1 -1.9
2.6 -1.7 -0.6
0.5 0.8 0.1
-0.6 -0.9 -0.8
0.1 0.0 0.0
0.1 0.0 0.0
-0.1 0.1 0.0
0.0 -0.1 0.0
0.1 0.0 0.3
-0.1 0.1 0.0
-0.1 0.0 0.1
0.0 0.0 0.0
-0.1 0.0 -0.1
0.1 0.0 -0.1
0.0 -0.1 0.0
0.0 0.1 -0.1
-0.1 -0.1 -0.1
0.1 0.1 0.0
-0.1 0.1 0.1
-0.1 -0.3 -0.1
0.4 0.6 -0.1
-0.4 0.1 0.1
0.3 -0.2 0.5